Computed, not measured: a cluster of 2 separate species, CH4O3 in total, with wB97M-V/def2-TZVPD.

ORCA input file:
```
! wB97M-V def2-TZVPD RIJCOSX def2/J DEFGRID3
* xyz 0 1
O -0.77223 -0.57016 0.39319
O -0.36453 2.30132 0.58077
O -1.29370 1.91395 -0.21430
C 0.70067 -0.63389 -0.05037
H 0.79536 -0.17289 -1.03317
H 0.93029 -1.69853 -0.08318
H -1.30253 -1.02952 -0.28088
H 1.30668 -0.11028 0.68793
*
```

The calculation puts the energy relative to the best compared isomer or geometry (same formula, charge and spin) at 5.603 eV. The total energy comes out at -266.03010 Eh. Its SMILES is O=O.CO. Its HOMO-LUMO gap (alpha / beta) is 0.3362 / 0.3329 Ha. The value obtained for the HOMO energy (alpha / beta) is -10.46 / -10.38 eV.

Computed, not measured: a structure of composition C37H26Cl3IrN6OS2Se, with wB97M-V/def2-TZVPD.

ORCA input file:
```
! wB97M-V def2-TZVPD RIJCOSX def2/J DEFGRID3
* xyz 0 1
Ir -0.38338 -2.01747 -1.89233
Se -0.32123 -4.25870 -2.71541
Cl -0.83290 8.27803 4.31924
Cl 1.21147 5.92735 -0.05051
Cl 3.23151 4.08439 2.37547
S 2.32454 4.21724 5.20179
S 4.02110 -1.89076 -1.05541
O -0.15861 2.12607 1.73832
N 1.66077 -2.00505 -2.03916
N -4.94206 1.34244 -0.93407
N -2.37326 -1.86814 -1.68725
N -0.68648 2.12372 -1.03325
N -0.40552 0.07868 -1.74405
N -4.62210 -0.93199 -1.89490
C 0.74858 2.24118 4.85938
C 2.26821 3.47334 3.65990
C -4.77974 0.28269 -1.37101
C 1.50439 -2.01898 0.29674
C 0.01130 2.21131 -2.21528
C -1.00320 4.53212 2.97024
C -3.21044 -7.22118 -2.39330
C -3.44223 -1.41570 -1.78378
C 0.11493 6.94192 2.18081
C -0.90316 0.82502 -0.78232
C -0.26302 -2.13635 2.40064
C -0.01699 3.31731 0.98971
C 1.99597 -2.07104 1.59867
C 4.46468 -1.89640 -5.08370
C 1.03832 1.66305 2.36263
C 0.28747 5.79590 1.42229
C 3.11240 -1.97936 -5.43855
C -0.75419 -2.08951 1.10340
C 2.12517 -2.02165 -4.47644
C -1.83528 -5.26294 -2.10724
C 0.12506 -2.04383 0.02261
C -1.03514 3.21572 -0.14238
C -2.57518 -4.91942 -0.98255
C -3.62976 -5.72237 -0.57152
C -0.24438 4.57100 1.80613
C 1.15533 3.12213 5.80823
C 1.10784 -2.13515 2.65485
C 0.17677 0.93618 -2.65367
C 2.30856 -1.97507 -0.90509
C 2.50867 -1.97705 -3.13895
C 1.38374 2.44002 3.59620
C 3.85781 -1.90369 -2.78756
C -1.19701 5.66114 3.74604
C -0.62410 6.85770 3.34644
C -3.95290 -6.87432 -1.27385
C -2.15681 -6.42070 -2.80935
C 4.85251 -1.86043 -3.75905
H -3.45303 -8.11754 -2.95006
H -4.20258 -5.44244 0.30383
H -4.77720 -7.49706 -0.95166
H 1.47270 -2.18910 3.67200
H 3.06564 -2.07204 1.77745
H 0.64774 0.57662 -3.55192
H 0.55212 7.87875 1.86749
H 5.89770 -1.80532 -3.48670
H 2.83891 -2.01995 -6.48409
H -1.43706 0.46864 0.08085
H -2.32585 -4.02498 -0.43046
H 1.07773 -2.11151 -4.73720
H 0.30160 3.15820 -2.63469
H 5.21872 -1.86769 -5.85843
H 0.83901 3.18624 6.83641
H -1.82278 -2.09854 0.93005
H -1.58243 -6.69460 -3.68598
H -1.07212 4.13799 -0.71858
H 0.98719 3.35438 0.55114
H -1.77930 5.61679 4.65546
H -2.02440 3.02949 0.27688
H 0.01175 1.46916 5.03363
H 1.86321 1.69163 1.64358
H -0.95982 -2.18370 3.22842
H -1.42746 3.58655 3.27826
H 0.84198 0.62162 2.61648
*
```

The calculation puts the energy relative to the best compared isomer or geometry (same formula, charge and spin) at 0.011 eV. The total energy comes out at -6512.13106 Eh. Its HOMO-LUMO gap is 0.2434 Ha. The value obtained for the HOMO energy is -7.24 eV.

Computed, not measured: a cluster of 2 separate species, C5H15NS in total, with wB97M-V/def2-TZVPD.

ORCA input file:
```
! wB97M-V def2-TZVPD RIJCOSX def2/J DEFGRID3
* xyz 0 1
S -0.22374 1.10831 1.14765
N -1.02700 -1.52657 -0.10091
C 1.11628 1.90984 0.24572
C 2.43839 -0.12662 -0.48691
C 1.68340 1.12419 -0.94441
C -2.21375 -1.82056 0.71221
C -1.39188 -1.32977 -1.50244
H 3.08066 -0.50446 -1.28324
H 0.84687 0.88274 -1.60964
H -0.52691 -1.31351 -2.16159
H -1.94530 -2.12598 1.72215
H 1.78270 -0.94039 -0.18009
H -0.38927 -2.30804 -0.06324
H -2.79427 -2.61160 0.23476
H 2.31661 1.77612 -1.54494
H -2.76690 -0.88574 0.81650
H 3.04473 0.14827 0.37694
H -0.29188 -0.17375 0.39893
H 0.73378 2.86888 -0.10868
H -1.89752 -0.36909 -1.60817
H 1.94727 2.11957 0.92272
H -2.07706 -2.10512 -1.85452
*
```

The calculation puts the energy relative to the best compared isomer or geometry (same formula, charge and spin) at 0.689 eV. The total energy comes out at -652.40713 Eh. Its SMILES is CCCS.CNC. Its HOMO-LUMO gap is 0.3244 Ha. The value obtained for the HOMO energy is -7.95 eV.

Computed, not measured: a structure of composition C21H40CeCl3N2O4Si, with wB97M-V/def2-TZVPD.

ORCA input file:
```
! wB97M-V def2-TZVPD RIJCOSX def2/J DEFGRID3
* xyz 0 2
Ce -0.58951 0.00497 2.49056
Cl -1.91806 -0.82867 0.50304
Cl 1.20776 -1.31974 0.89393
Cl -2.67368 -0.27484 3.96944
Si -1.75924 -3.25040 -0.30118
O 0.55095 -0.67377 -2.33954
O 0.56774 -1.32217 3.85480
O 1.77495 1.30303 2.45523
O -0.95835 1.99182 1.43424
N 1.30551 -3.00335 5.15818
N -2.03705 3.10862 -0.25366
C 4.04613 2.34220 -1.54643
C 2.09321 3.67225 -1.06082
C 3.21819 1.31935 -2.02458
C -3.16065 -3.58388 0.95766
C 1.79485 -4.36509 5.30889
C -1.13379 3.01540 0.72128
C 1.14653 -2.45836 3.97715
C -0.88165 -0.01407 -4.67944
C -2.29628 4.41589 -0.83554
C -2.80519 1.98105 -0.78723
C -0.24221 2.32348 -4.20744
C 1.27615 2.65688 -1.58327
C 0.78351 -2.34440 6.36443
C 0.99961 0.42871 -2.96440
C -1.35253 2.85464 -5.08338
C 3.48637 3.53581 -1.06637
C -0.06999 1.01346 -3.95789
C -2.40728 -3.82873 -1.92170
C 1.85049 1.51736 -2.14138
C -0.27389 -4.15806 0.31584
C 3.10033 0.77605 2.24758
H 2.97770 -0.09864 1.59647
H -4.14665 -3.42378 0.50465
H 1.00800 -5.06305 5.62210
H -3.28327 -3.26341 -2.26872
H 1.64651 4.56500 -0.61843
H -2.18893 1.33418 -1.42909
H 0.64145 -1.28356 6.12232
H 1.51281 -2.47822 7.17635
H -1.85014 -0.16741 -4.18461
H -0.41459 -4.47950 1.35922
H -3.36844 4.50291 -1.03570
H 0.61708 -3.52166 0.24633
H -3.25306 1.38238 0.01072
H -3.08801 -4.62643 1.27693
H -1.07986 0.32311 -5.70663
H -1.98438 5.19236 -0.13169
H -2.70321 -4.87970 -1.76094
H -2.31381 2.37559 -4.84230
H 3.75556 1.49864 1.75147
H 2.58542 -4.41494 6.06133
H 0.50688 3.07687 -3.90944
H 1.80507 0.10693 -3.66597
H 4.14159 4.33396 -0.69336
H 3.62126 0.34886 -2.32261
H -0.16697 -5.03579 -0.33979
H -0.38504 -0.97681 -4.70603
H -3.13042 -2.95015 1.85243
H 2.19840 -4.72635 4.35776
H -0.18505 -2.78972 6.64005
H 3.49890 0.45727 3.20917
H 5.12645 2.19916 -1.50373
H 1.66977 2.12179 1.94941
H -1.61186 -3.78770 -2.67466
H 1.51435 -3.00069 3.08395
H -1.17718 2.74079 -6.16707
H -1.74958 4.54568 -1.78194
H -3.59214 2.42420 -1.40323
H -0.53505 3.92456 0.86663
H -1.45261 3.92944 -4.88187
H 0.19009 2.74841 -1.55750
*
```

The calculation puts the energy relative to the best compared isomer or geometry (same formula, charge and spin) at 0.423 eV. The total energy comes out at -3379.91734 Eh. Its HOMO-LUMO gap (alpha / beta) is 0.1931 / 0.1934 Ha. The value obtained for the HOMO energy (alpha / beta) is -5.30 / -5.30 eV. The expectation value of S² is 0.751.

Computed, not measured: a cluster of 11 separate species, C7H36N10O12 in total, with wB97M-V/def2-TZVPD.

ORCA input file:
```
! wB97M-V def2-TZVPD RIJCOSX def2/J DEFGRID3
* xyz 0 1
O -2.49548 -1.37590 -1.31779
O 3.20764 -3.92563 4.32640
O 0.11985 -1.86436 3.46423
O -0.82669 -1.51886 -3.78795
O 1.66673 2.85809 -1.39754
O -0.52364 1.63994 -3.49225
O -1.04355 3.56960 -1.10006
O -3.91791 -2.13654 1.36400
O -2.28278 2.83827 4.50284
O 2.37229 1.42517 2.37098
O -0.10046 -3.40719 -1.42270
O 0.15252 0.69447 0.72413
N -0.95070 2.88081 2.62779
N 1.87515 -4.64387 2.58912
N 3.85565 2.44959 -1.80789
N 0.75619 -1.48774 0.76310
N 2.44490 3.06937 -3.53217
N 1.53608 -5.35855 4.74373
N -1.12824 3.77079 -3.97673
N 0.77841 -0.35851 -1.20651
N -0.14759 2.42673 -5.60807
N -1.59705 0.90018 3.56043
C -3.12600 -0.60487 -0.24785
C -2.82339 -1.26172 1.06756
C 0.53603 -0.31144 0.10007
C -1.62954 2.25505 3.62979
C 2.59029 2.79132 -2.20923
C 2.27410 -4.58572 3.88495
C -0.66408 2.52595 -4.34135
H 1.56257 1.28987 1.84034
H -2.58411 0.34389 -0.35103
H 0.56430 1.76111 -5.82770
H -0.78945 -3.97150 -1.05870
H -3.66797 -2.76517 2.04623
H 0.40275 -1.55340 1.72307
H 0.71325 0.42952 -1.83331
H -0.35664 2.29312 2.07397
H -0.39824 3.19281 -6.20855
H 1.01514 -5.11057 2.37157
H 4.07033 2.27651 -0.84498
H 3.26365 3.30564 -4.05740
H -2.81068 -0.44556 1.79951
H 0.78463 -5.94678 4.42696
H -2.59684 -0.85749 -2.12196
H -1.31948 3.91926 -2.99305
H -1.22749 -1.19848 -4.60220
H -0.56174 -2.84992 -2.06707
H -0.93294 4.04140 -0.27078
H -4.16767 -0.36924 -0.46585
H -0.75618 4.47641 -4.58728
H -0.15040 -0.86234 -3.58102
H -0.24423 3.01065 -1.17379
H 2.15561 -3.86973 2.00953
H -1.88945 0.39520 4.37616
H -1.14497 3.83686 2.41239
H 1.08933 -1.22290 -1.61191
H 4.57259 2.71576 -2.45862
H -0.33138 -2.57263 3.93827
H -1.83779 -1.72664 1.08162
H 1.87903 -5.60801 5.65197
H -0.99259 0.44664 2.89079
H 2.60113 0.54869 2.69436
H 0.81403 -2.36794 0.27752
H 1.52972 3.35050 -3.82696
H 0.83350 -1.58997 4.05687
*
```

The total energy comes out at -1738.94891 Eh. Its SMILES is NC(N)=O.NC(N)=O.NC(N)=O.NC(N)=O.NC(N)=O.OCCO.O.O.O.O.O. Its HOMO-LUMO gap is 0.3269 Ha. The value obtained for the HOMO energy is -8.95 eV.